[1]
{"formula": "C30H50BrN3P2PtS", "method": "ωB97M-V/def2-TZVPD", "energy_ev": -139075.74852, "total_charge": 2, "s_squared": 2.020, "multiplicity": 3, "homo_lumo_gap_ha": [0.184, 0.093], "species": ["C", "C", "C", "C", "N", "C", "C", "C", "C", "C", "C", "C", "C", "C", "Pt", "P", "H", "H", "H", "H", "H", "H", "H", "H", "C", "C", "H", "H", "H", "H", "H", "C", "C", "H", "H", "H", "H", "H", "C", "C", "H", "H", "H", "H", "H", "Br", "P", "C", "C", "H", "H", "H", "H", "H", "C", "C", "H", "H", "H", "H", "H", "C", "C", "H", "H", "H", "H", "H", "C", "N", "C", "C", "S", "N", "C", "C", "H", "H", "H", "H", "H", "H", "H", "H", "H", "H", "H", "H"], "positions_angstrom": [[0.8952, -6.3717, -5.8564], [0.1730, -5.1643, -5.7753], [-0.6969, -4.8366, -6.8347], [-0.7982, -5.7216, -7.9170], [-0.1059, -6.8547, -7.9745], [0.7178, -7.1843, -6.9849], [0.3184, -4.2853, -4.6374], [0.4236, -3.5295, -3.6828], [0.5745, -2.6633, -2.5548], [0.6006, -3.1985, -1.2577], [0.7493, -2.3774, -0.1457], [0.8658, -1.0016, -0.3157], [0.8397, -0.4313, -1.5985], [0.7044, -1.2690, -2.7068], [1.0315, 0.1232, 1.3885], [-1.1863, -0.0962, 1.9140], [-1.2840, -3.9195, -6.8326], [1.5820, -6.6839, -5.0712], [-1.4600, -5.4941, -8.7517], [1.2639, -8.1224, -7.0766], [0.6909, -0.8575, -3.7184], [0.4998, -4.2762, -1.1266], [0.9101, 0.6433, -1.6797], [0.7640, -2.7691, 0.8639], [-1.7563, 1.1351, 3.1587], [-3.2498, 1.2888, 3.4703], [-1.3440, 2.0949, 2.8066], [-1.2018, 0.9035, 4.0823], [-3.3428, 1.9419, 4.3496], [-3.7982, 1.7680, 2.6490], [-3.7407, 0.3402, 3.7197], [-2.3983, -0.0923, 0.5337], [-3.2955, -1.3181, 0.3396], [-1.8181, 0.0748, -0.3860], [-3.0132, 0.8082, 0.6777], [-3.9192, -1.1619, -0.5518], [-2.7174, -2.2366, 0.1738], [-3.9758, -1.4845, 1.1847], [-1.2938, -1.7414, 2.7236], [-2.4422, -1.9860, 3.7045], [-0.3293, -1.8865, 3.2352], [-1.3234, -2.4812, 1.9108], [-2.3941, -3.0335, 4.0292], [-2.3575, -1.3587, 4.5997], [-3.4330, -1.8296, 3.2610], [1.3559, 2.2871, 2.5137], [-1.8748, 4.0559, -2.5870], [-2.9153, 3.1257, -1.3665], [-4.0198, 3.9944, -0.7603], [-2.2458, 2.7305, -0.5871], [-3.3534, 2.2773, -1.9130], [-4.7969, 3.3587, -0.3181], [-3.6283, 4.6466, 0.0299], [-4.4937, 4.6278, -1.5211], [-0.3168, 4.2751, -1.6070], [0.4755, 5.4935, -2.0929], [0.2771, 3.3548, -1.7041], [-0.6049, 4.3908, -0.5519], [1.1593, 5.8326, -1.3072], [1.0736, 5.2523, -2.9794], [-0.1908, 6.3270, -2.3466], [-1.3507, 2.6565, -3.6873], [-2.1853, 2.5883, -4.9692], [-1.4272, 1.7200, -3.1143], [-0.2920, 2.8332, -3.9282], [-1.6485, 2.0147, -5.7333], [-3.1476, 2.0934, -4.7949], [-2.3824, 3.5891, -5.3728], [2.1274, -0.9218, 5.1602], [3.3218, -0.0762, 5.0490], [4.1381, -0.0153, 6.2653], [3.7436, 0.3262, 3.8261], [3.2119, -0.5323, 2.4049], [4.5985, 1.3543, 3.6526], [5.4359, 1.9938, 4.6654], [4.8419, 1.8610, 2.3013], [2.0900, -1.3429, 6.1737], [2.1608, -1.7519, 4.4396], [1.2091, -0.3402, 4.9859], [5.1949, -0.1921, 6.0477], [3.9920, 0.9360, 6.7924], [3.8107, -0.7950, 6.9632], [6.4591, 1.5898, 4.6517], [5.5000, 3.0662, 4.4402], [5.0276, 1.8974, 5.6649], [5.0485, 1.0499, 1.5914], [3.9786, 2.4385, 1.9403], [5.7135, 2.5253, 2.3436]], "forces_ev_per_a": [[-0.172, -0.011, -0.195], [-0.028, -0.222, -0.257], [0.148, -0.186, -0.094], [0.275, 0.313, 0.813], [-0.044, -0.284, -0.366], [-0.107, 0.725, 0.547], [0.010, 0.594, 0.684], [-0.020, -0.557, -0.773], [0.020, -0.026, -0.092], [0.074, -0.283, 0.506], [-0.143, -0.183, -0.002], [-0.143, 0.678, 0.118], [0.006, -0.427, 0.178], [-0.021, 0.519, 0.000], [0.818, -0.354, 0.429], [-1.531, -0.526, 0.431], [0.197, -0.201, 0.102], [-0.192, 0.178, -0.137], [0.149, -0.096, 0.151], [-0.139, 0.188, -0.031], [-0.001, -0.006, 0.375], [0.054, 0.286, -0.009], [0.026, 0.112, -0.360], [0.023, -0.390, -0.099], [0.746, 0.481, 0.005], [-0.282, -0.206, -0.139], [-0.230, -0.265, 0.179], [-0.036, 0.006, -0.272], [0.057, -0.157, -0.292], [0.162, -0.166, 0.185], [0.130, 0.307, -0.115], [0.198, 0.494, -0.598], [-0.104, -0.314, 0.143], [-0.198, 0.038, 0.238], [0.206, -0.172, -0.035], [0.227, 0.024, 0.257], [-0.127, 0.233, 0.019], [0.208, 0.074, -0.229], [0.562, -0.177, -0.244], [-0.199, -0.046, 0.198], [-0.203, -0.030, -0.049], [0.042, 0.195, 0.174], [-0.006, 0.270, -0.061], [-0.027, -0.116, -0.212], [0.324, -0.034, 0.088], [-0.355, -0.063, -0.326], [0.008, -0.012, -0.083], [-0.014, -0.016, -0.150], [-0.120, -0.133, 0.186], [-0.172, -0.108, -0.089], [0.051, 0.140, 0.158], [0.060, 0.203, 0.014], [-0.079, -0.036, -0.198], [0.122, -0.182, 0.192], [-0.160, 0.051, -0.014], [0.208, 0.003, 0.169], [0.000, 0.106, 0.220], [0.083, 0.028, -0.194], [0.004, 0.011, -0.210], [-0.159, 0.096, 0.116], [0.155, -0.193, 0.081], [0.029, 0.212, 0.030], [0.091, -0.205, -0.132], [0.193, 0.046, -0.147], [-0.213, -0.071, 0.010], [-0.203, 0.059, 0.057], [0.112, 0.160, -0.037], [0.067, -0.232, 0.098], [-0.318, -0.370, -0.061], [0.184, -0.670, -0.735], [0.075, 0.138, 0.794], [0.190, 1.643, 1.325], [-0.785, -0.452, -1.010], [-0.513, -1.245, -0.344], [0.181, 0.663, 0.535], [0.558, 0.173, -0.753], [-0.041, 0.222, -0.444], [0.008, 0.225, 0.275], [0.307, -0.076, 0.038], [-0.247, 0.119, 0.040], [0.104, -0.331, -0.042], [0.087, 0.115, -0.411], [-0.329, 0.007, -0.115], [-0.101, -0.340, -0.015], [0.154, 0.191, -0.387], [0.046, 0.351, 0.263], [0.298, -0.233, 0.197], [-0.272, -0.275, -0.057]]}

---

[2]
{"formula": "C30H50CdCl3N4O4Si", "method": "ωB97M-V/def2-TZVPD", "energy_ev": -96084.38177, "total_charge": -1, "homo_lumo_gap_ha": 0.183, "species": ["C", "C", "H", "H", "H", "C", "C", "H", "H", "H", "H", "Cd", "Cl", "Cl", "H", "H", "C", "C", "N", "H", "C", "O", "H", "H", "H", "H", "H", "H", "C", "C", "N", "H", "C", "O", "H", "H", "H", "H", "O", "C", "C", "C", "H", "C", "H", "C", "H", "C", "C", "H", "H", "H", "Si", "Cl", "C", "C", "C", "H", "H", "H", "H", "H", "H", "H", "H", "H", "C", "C", "N", "C", "C", "C", "O", "C", "C", "C", "C", "N", "C", "H", "H", "H", "H", "H", "H", "H", "H", "H", "H", "H", "H", "H", "H"], "positions_angstrom": [[-2.0798, -2.4585, -5.2709], [-1.5296, -3.2920, -4.1718], [-2.4919, -3.0907, -6.0655], [-1.2928, -1.8108, -5.6878], [-2.8640, -1.7998, -4.8563], [-1.4261, -4.6357, -4.1751], [-1.3568, -5.4414, -5.4357], [-1.3846, -5.1991, -3.2362], [-0.7243, -4.9350, -6.1782], [-2.3390, -5.6399, -5.8870], [-0.8796, -6.4097, -5.2566], [-0.5403, 1.8665, -0.6122], [-2.6191, 0.8047, -1.5323], [0.9477, 3.6059, -1.9439], [0.7076, 6.1853, 3.1580], [-1.4716, 6.8735, 3.2917], [0.5809, 5.2751, 2.5740], [-1.6583, 6.4117, 2.3132], [-0.8258, 5.2148, 2.1976], [0.8529, 4.3805, 3.1540], [-1.2237, 4.1506, 1.5033], [-0.4170, 3.2564, 1.1326], [-2.7162, 6.1420, 2.1872], [-2.3025, 4.0949, 1.2995], [1.2341, 5.3206, 1.6917], [-1.4063, 7.1551, 1.5390], [2.5723, -0.3859, -3.8136], [2.2669, -3.1142, -2.5549], [3.3050, -0.3451, -2.9960], [3.1073, -2.6117, -2.0522], [2.8570, -1.1864, -1.9013], [3.4313, 0.6833, -2.6453], [2.3656, -0.6685, -0.7461], [2.1335, 0.5282, -0.5225], [3.2599, -3.0564, -1.0584], [2.2149, -1.4419, 0.0388], [4.2570, -0.7510, -3.3583], [4.0059, -2.7539, -2.6655], [0.3061, -2.0984, -3.5386], [-0.8828, -2.4216, -3.0489], [0.0163, -3.1102, -0.7379], [-1.0352, -3.0565, -1.6522], [0.9967, -2.7408, -1.0423], [-0.1840, -3.6365, 0.5383], [-1.5089, -1.5022, -3.0126], [-2.2921, -3.5601, -1.3050], [0.6225, -3.6183, 1.2752], [-1.4376, -4.1554, 0.8938], [-2.4922, -4.0979, -0.0294], [-3.0788, -3.5294, -2.0756], [-1.6048, -4.5400, 1.9035], [-3.4919, -4.4412, 0.2409], [-0.1960, 2.6118, -3.8952], [0.2809, 0.6951, -2.8397], [1.2561, 3.2445, -4.9261], [-1.5860, 3.8145, -3.2742], [-1.3650, 1.8624, -5.2619], [2.2243, 2.8489, -4.5953], [1.3222, 4.3422, -4.9104], [1.1096, 2.9413, -5.9709], [-0.7566, 1.3213, -5.9958], [-1.9166, 2.6531, -5.7892], [-2.0905, 1.1668, -4.8210], [-2.3411, 3.2963, -2.6692], [-2.0801, 4.2409, -4.1582], [-1.2107, 4.6541, -2.6759], [3.1025, 1.2011, 6.5060], [1.6020, 1.1528, 6.6278], [0.9485, 0.2481, 5.6566], [1.1044, -1.1927, 5.9418], [0.6147, -1.5544, 7.3419], [0.9510, 0.7006, 4.3428], [1.5663, 1.7179, 4.0013], [0.0851, 0.0052, 3.3450], [-1.0568, -0.7348, 3.6808], [-1.9397, -1.0930, 2.6573], [-1.7304, -0.5684, 1.3785], [-0.6759, 0.2131, 1.0923], [0.3127, 0.3089, 1.9946], [3.5581, 0.2181, 6.6537], [3.5140, 1.8845, 7.2513], [3.3812, 1.5759, 5.5179], [1.3041, 0.8085, 7.6195], [1.1909, 2.1516, 6.4472], [0.5455, -1.7700, 5.1935], [2.1729, -1.4789, 5.8533], [-0.4075, -1.1991, 7.5213], [0.6054, -2.6463, 7.4339], [1.2707, -1.1627, 8.1283], [-1.2287, -1.0353, 4.7118], [-2.7875, -1.7536, 2.8351], [-2.4132, -0.7787, 0.5442], [1.2752, 0.6751, 1.6391]], "forces_ev_per_a": [[0.466, 0.042, -0.663], [0.228, -0.739, 1.373], [-0.067, 0.255, -0.016], [-0.254, -0.086, 0.084], [0.220, -0.255, -0.185], [-0.352, 0.627, -0.013], [-0.176, -0.252, -0.398], [0.623, 0.356, -0.192], [-0.270, -0.049, 0.060], [0.095, -0.040, -0.097], [-0.109, -0.005, 0.061], [0.161, -0.839, -0.971], [-0.434, 0.533, 0.554], [0.688, 0.186, 1.313], [0.162, -0.124, 0.111], [-0.305, -0.175, -0.212], [0.254, 0.062, -0.071], [0.135, -0.072, -0.044], [-0.139, -0.079, -0.237], [-0.078, 0.319, -0.175], [1.053, -1.106, -0.564], [-1.388, 1.500, 1.028], [0.338, 0.087, 0.195], [0.153, 0.031, -0.166], [-0.217, -0.047, 0.155], [0.011, -0.284, 0.178], [0.164, 0.070, 0.191], [0.088, 0.311, -0.036], [-0.342, 0.020, -0.247], [-0.212, -0.240, 0.105], [0.233, 0.382, 0.990], [-0.134, -0.185, -0.081], [0.378, 0.394, -0.544], [0.264, -0.957, 0.060], [0.037, 0.004, -0.264], [-0.020, 0.202, -0.281], [-0.047, 0.182, 0.075], [-0.080, 0.043, 0.286], [1.447, -0.518, 0.486], [-1.163, 0.132, -0.563], [-0.077, -0.028, 0.043], [0.144, 0.087, -0.710], [-0.679, -0.121, 0.034], [-0.401, -0.126, 0.058], [-0.414, -0.005, 0.480], [0.156, -0.044, 0.500], [-0.121, -0.122, -0.179], [0.047, 0.406, -0.062], [-0.032, 0.139, -0.251], [0.294, -0.008, 0.612], [0.036, 0.040, -0.311], [0.257, -0.097, 0.046], [-1.616, -0.517, -0.638], [-0.284, 1.154, -1.268], [0.118, 0.111, -0.218], [0.365, 0.463, 0.074], [0.690, -0.315, 0.275], [-0.256, 0.072, 0.090], [-0.046, -0.236, 0.151], [0.002, 0.010, 0.175], [-0.209, -0.135, 0.002], [0.181, -0.065, 0.114], [0.136, 0.114, -0.069], [0.104, -0.128, -0.286], [-0.039, -0.247, 0.107], [-0.067, -0.206, -0.180], [0.541, 0.086, -0.152], [-0.521, -0.159, -0.443], [0.357, 0.070, -0.104], [0.097, 0.128, -0.014], [-0.056, -0.293, -0.015], [0.781, 0.414, -0.060], [-0.851, -0.831, 0.541], [-0.076, -0.257, -0.177], [-0.151, 0.140, -0.698], [0.356, 0.020, 0.131], [-0.161, 0.163, 0.035], [0.888, -1.208, 0.130], [-0.834, 0.397, 0.393], [-0.003, 0.063, 0.031], [0.030, -0.065, 0.054], [-0.006, -0.123, 0.172], [-0.050, 0.257, -0.075], [0.016, -0.194, 0.134], [0.377, 0.237, 0.258], [-0.426, 0.074, -0.047], [0.199, 0.023, -0.070], [0.028, 0.157, 0.047], [-0.178, -0.116, -0.171], [-0.189, 0.202, -0.219], [0.232, 0.218, -0.042], [0.229, 0.336, 0.379], [-0.330, 0.380, 0.108]]}